# 1
Entry from OMol25: a structure of composition C28H22N3O7Pr at a distorted geometry (the ωB97M-V functional and the def2-TZVPD basis).

Output
Energy above the lowest of the compared OMol25 structures with the same formula, charge and spin: 10.8 kcal per mole
Energy: -2288.33059 Ha
LUMO level: 4.39 eV
Gap between HOMO and LUMO: 6.302 eV

```
! RIJCOSX wB97M-V def2-TZVPD def2/J DEFGRID3
* xyz -2 3
N 2.2367 0.2954 0.4716
H 1.0363 1.3705 -2.9277
H -5.4692 -2.0203 0.5042
O -3.9731 3.6244 2.0544
C -4.7427 -2.0959 -1.5031
O 0.7519 -1.6429 -0.4963
C 3.4720 -3.7363 0.5571
C -3.6757 -1.7883 -2.3316
C 2.1560 -3.3092 0.4290
H 1.2323 -0.3876 -2.9096
H -1.7259 1.5177 -3.8742
O -1.4316 1.2247 5.2794
N -0.6882 0.3021 -2.4678
C -1.5683 1.4206 -2.7834
C 2.8964 2.6066 0.5409
H 4.2584 -3.0000 0.5095
C 2.7291 -6.0058 0.8026
C -3.0674 2.5079 4.0132
C 1.4134 -5.5811 0.7051
C -1.3979 1.2897 2.8581
H -3.7474 -1.9998 -3.3967
H -2.5316 1.2594 -2.2981
N 2.6651 -1.0079 0.6371
C -2.5209 -1.2165 -1.8137
C 3.1351 1.1977 0.6688
H 0.4123 0.3944 -4.2939
C -1.3538 -0.9691 -2.7575
H 4.4232 5.5350 1.3755
O -1.8493 2.0766 0.6425
H -0.6170 -1.7662 -2.6027
C -2.3574 -0.8951 -0.4408
Pr -0.2891 0.4260 0.2261
C 0.5636 0.4249 -3.1961
H 4.7814 3.0946 1.4220
C 3.6770 4.8638 0.9706
C 1.1279 -4.2429 0.5111
O 0.7988 2.3545 -0.5824
C 1.8061 -1.8861 0.1716
H -3.4692 -0.9739 1.4091
C 2.5007 5.3711 0.4210
C -2.1124 2.0773 1.8901
C -3.1617 2.8432 2.5629
H 4.1515 0.8844 0.9465
C 3.7562 -5.0785 0.7284
C 1.6842 3.1118 -0.0547
H -1.1313 2.3399 -2.3921
O -3.8155 2.9207 4.9009
H 0.1128 -3.8855 0.4165
H 4.7861 -5.4044 0.8039
H 0.6464 4.9260 -0.5379
H -1.6950 -1.0067 -3.8136
H -5.6470 -2.5429 -1.9091
H 2.9526 -7.0575 0.9353
H 0.6096 -6.3013 0.7818
C 3.8642 3.4996 1.0065
O -0.4691 0.4662 2.5390
H 2.3391 6.4437 0.4056
C -3.4865 -1.2044 0.3443
C -4.6409 -1.7932 -0.1578
C -1.8944 1.6014 4.1964
C 1.5526 4.5298 -0.0994
*
```

=====

# 2
Entry from OMol25: the molecule C21H29N3O4 (the ωB97M-V functional and the def2-TZVPD basis).

Output
SMILES: COc1ccc(N2C[C@@H](C(=O)N[C@@H](C)C(=O)NC3CCCCC3)CC2=O)cc1
Energy above the lowest of the compared OMol25 structures with the same formula, charge and spin: 4.0 kcal per mole
Energy: -1282.92618 Ha
LUMO level: 0.49 eV
Gap between HOMO and LUMO: 8.639 eV

```
! RIJCOSX wB97M-V def2-TZVPD def2/J DEFGRID3
* xyz 0 1
C -1.4423 3.7630 2.6461
H 1.2066 -0.6061 2.6319
C 2.2770 -1.3209 0.2798
H -2.8230 -1.0686 1.9087
N -2.1180 1.3781 2.7303
C 0.6831 2.3708 -1.8785
C 4.3088 -4.0860 -3.0592
H 2.1401 -4.5672 -1.7884
H -2.7774 2.7149 -1.7494
H -0.8642 3.0375 -3.2135
C -0.9713 0.7314 2.4671
H -2.8398 0.8650 3.2109
H 5.2075 -4.0035 -3.6686
H 3.4319 -4.1334 -3.7128
N -1.7331 2.4390 -0.0164
C 1.1983 -3.3828 -0.2980
H 0.6765 -2.1306 3.3853
H -2.0231 0.7050 -2.8998
H -0.2174 0.2013 -0.4887
H 4.0948 -0.9067 -0.7724
C 3.2520 -2.7658 -1.3852
C -2.7886 2.7197 0.7518
H 0.9296 2.4269 -0.8163
H -0.4760 3.5236 2.2136
H 4.3635 -4.9990 -2.4572
H 1.6306 0.4435 -2.1098
H 1.4577 2.9133 -2.4251
C -1.8168 2.2779 -1.4541
O -3.9047 2.9751 0.3447
H -1.1120 -0.6761 4.0908
H -2.2540 -2.4325 2.8797
C 2.1980 -3.6556 -1.2154
C -0.6713 3.0284 -2.1389
H -0.8630 2.1661 0.4241
C 0.6629 0.9076 -2.3102
C 0.4087 -1.3481 2.6643
C -1.1329 -2.1232 1.0812
O 4.2896 -2.9344 -2.2516
H -1.3352 3.8109 3.7280
O -0.0344 1.2121 1.8524
C 1.2265 -2.2187 0.4568
O -1.6007 -2.6175 0.0826
H 2.3019 -0.3928 0.8287
H 0.3799 -4.0742 -0.1813
H -0.6595 4.0634 -1.7909
H 0.4751 0.8461 -3.3848
C 3.2777 -1.5952 -0.6252
C -0.9341 -0.7003 3.0134
C -1.7936 0.7926 -1.8361
H -0.4507 -0.8892 -1.8469
C -1.9343 -1.5869 2.2667
N 0.1811 -1.9357 1.3589
H -3.4333 2.9619 2.7644
C -0.4326 0.1625 -1.5573
H -2.5712 0.2629 -1.2824
H -1.7627 4.7351 2.2813
C -2.4881 2.7157 2.2711
*
```

=====

# 3
Entry from OMol25: the molecule C6H11N at a distorted geometry (the ωB97M-V functional and the def2-TZVPD basis).

Output
SMILES: C=CC/C(C)=C/N
Energy above the lowest of the compared OMol25 structures with the same formula, charge and spin: 56.8 kcal per mole
Energy: -289.88114 Ha
LUMO level: 1.01 eV
Gap between HOMO and LUMO: 8.958 eV

```
! RIJCOSX wB97M-V def2-TZVPD def2/J DEFGRID3
* xyz 0 1
C 1.7964 -0.9333 2.3817
C 0.8252 -0.5801 1.4639
H 2.8093 -1.0300 1.8779
C -0.4080 1.4137 -0.5046
H -0.9170 -1.1518 -2.2549
H -1.1642 -1.9395 -0.9125
C -1.1720 -0.8495 -1.3375
C -0.1891 0.1393 -0.6469
H -0.1711 -0.4600 1.8047
H 0.3475 2.1321 -0.0993
H 1.9563 -0.0983 -0.2620
H -1.7763 2.9935 -0.7242
H 1.0058 -1.5875 -0.2606
H -2.1791 1.5638 -1.5346
H -2.1466 -0.4672 -1.3821
N -1.4439 2.1069 -1.1126
H 1.8496 -0.7754 3.4538
C 0.9772 -0.4768 0.0498
*
```

=====

# 4
Entry from OMol25: the molecule C2H4N2O2 at a distorted geometry (the ωB97M-V functional and the def2-TZVPD basis).

Output
SMILES: C/N=C\ON=O
Energy above the lowest of the compared OMol25 structures with the same formula, charge and spin: 154.3 kcal per mole
Energy: -338.40738 Ha
LUMO level: -0.48 eV
Gap between HOMO and LUMO: 8.587 eV

```
! RIJCOSX wB97M-V def2-TZVPD def2/J DEFGRID3
* xyz 0 1
N 0.5617 -0.3574 -0.2016
C 1.1563 1.0033 -0.0017
H 0.3915 1.8427 -0.2950
C -0.2020 -1.3332 -0.2950
O -1.7049 -1.4364 -0.1382
H 1.4863 1.1220 1.1194
H 0.1574 -2.3598 -0.5744
N -2.2371 -0.2250 0.5594
H 2.1249 0.8568 -0.5621
O -1.7341 0.8869 0.3892
*
```

=====

# 5
Entry from OMol25: a cluster of 2 separate species, C4H7NO in total at a distorted geometry (the ωB97M-V functional and the def2-TZVPD basis).

Output
Energy above the lowest of the compared OMol25 structures with the same formula, charge and spin: 120.6 kcal per mole
Energy: -286.43947 Ha
LUMO level (spin up / spin down): 0.41 / 0.60 eV
Gap between HOMO and LUMO (spin up / spin down): 7.667 / 8.025 eV

```
! RIJCOSX wB97M-V def2-TZVPD def2/J DEFGRID3
* xyz 0 1
N 1.3772 0.2904 -0.5590
C -2.4298 -2.1302 -0.1660
C 1.0297 -0.7460 0.0663
H 0.6753 -2.2581 1.3585
H 2.2911 -2.4007 0.4469
H 2.4714 0.3460 -0.6959
H -3.0861 -2.3628 -0.9731
H 2.2117 -1.1655 1.7195
C 1.5691 -1.7395 0.9763
O -2.3721 0.3547 -0.3236
H -1.5431 -2.8468 -0.2546
C -1.8983 -0.7278 -0.2537
H -2.8190 -2.2810 0.7908
*
```

=====

# 6
Entry from OMol25: the molecule C3H2N2O at a distorted geometry (the ωB97M-V functional and the def2-TZVPD basis).

Output
SMILES: O=C1C=NN=C1
Energy above the lowest of the compared OMol25 structures with the same formula, charge and spin: 50.2 kcal per mole
Energy: -300.15149 Ha
LUMO level: -1.63 eV
Gap between HOMO and LUMO: 8.579 eV

```
! RIJCOSX wB97M-V def2-TZVPD def2/J DEFGRID3
* xyz 0 1
C -1.1136 0.1857 0.4110
C 0.9587 -0.3112 -0.5857
O 0.9682 1.6927 0.7566
H -2.1593 0.3351 0.9671
C 0.3734 0.8021 0.2276
N 0.1388 -1.2665 -0.6096
H 2.0246 -0.4369 -1.0683
N -1.1908 -1.0010 -0.0986
*
```